Record 1
{
  "formula": "C7H13NO2S",
  "method": "wB97M-V/def2-TZVPD",
  "species": ["C", "C", "O", "C", "C", "N", "C", "S", "O", "C", "C", "H", "H", "H", "H", "H", "H", "H", "H", "H", "H", "H", "H", "H"],
  "coordinates": [[-0.9092, 2.0047, 0.7277], [0.4136, 1.5808, 0.2688], [0.1483, 0.5738, -0.6932], [0.7779, -0.6598, -0.2500], [-0.0717, -1.2132, 1.0265], [-1.4349, -0.9833, 0.8651], [-2.3331, -0.5729, 0.1649], [-3.6323, -0.2514, -0.6781], [2.0908, -0.5814, 0.2451], [2.9635, -0.0427, -0.8247], [4.3548, -0.1377, -0.1056], [-1.1613, 3.0635, 1.0909], [-1.3541, 1.3447, 1.3738], [-1.5522, 1.6526, -0.3408], [1.0583, 1.2404, 1.1437], [0.9520, 2.5197, -0.3245], [0.5773, -1.3421, -1.0249], [0.3241, -2.2236, 1.4252], [0.4247, -0.4422, 1.7809], [2.9557, -0.6399, -1.8847], [2.5929, 1.0240, -0.9777], [4.4718, -1.2922, 0.1045], [5.1998, -0.0258, -0.8115], [4.5849, 0.3334, 0.7788]],
  "mulliken_charge": [-1.148, 0.070, -0.421, -0.233, -0.418, -0.290, 0.486, -0.381, -0.278, -0.004, -1.162, 0.330, 0.367, 0.104, 0.296, 0.225, 0.504, 0.359, 0.211, 0.247, 0.166, 0.249, 0.360, 0.361],
  "smiles": "CCOC(CN=C=S)OCC",
  "total_charge": 0,
  "e_tot_ha": -877.8011,
  "e_above_lowest_kj_mol": 418.72,
  "spin_multiplicity": 1,
  "gap_ev": 9.77
}

---

Record 2
{
  "formula": "C17H10ClKNO4",
  "method": "wB97M-V/def2-TZVPD",
  "species": ["K", "O", "C", "O", "C", "C", "C", "C", "C", "C", "C", "C", "C", "N", "H", "H", "H", "H", "H", "H", "Cl", "C", "C", "C", "C", "O", "C", "C", "O", "C", "H", "H", "H", "H"],
  "coordinates": [[1.5920, -1.3935, 0.0000], [5.4351, 0.9502, 0.0000], [4.2605, 0.5515, 0.0000], [3.7715, -0.6081, 0.0000], [3.2065, 1.6969, 0.0000], [3.6702, 3.0518, -0.0001], [2.7677, 4.0569, -0.0001], [1.3768, 3.7643, 0.0000], [0.3704, 4.7701, 0.0000], [-0.9457, 4.4186, 0.0001], [-1.3226, 3.0432, 0.0001], [-0.3745, 2.0625, 0.0000], [1.0040, 2.4256, 0.0000], [1.9309, 1.3970, 0.0000], [4.7397, 3.2034, -0.0001], [3.0806, 5.0963, -0.0001], [0.6644, 5.8148, 0.0000], [-1.7097, 5.1872, 0.0001], [-2.3703, 2.7643, 0.0001], [-0.6502, 1.0082, 0.0000], [-4.8195, -5.9281, -0.0001], [-3.5935, -4.6561, 0.0000], [-3.9968, -3.3038, 0.0000], [-3.0805, -2.2893, 0.0000], [-1.6559, -2.5379, 0.0000], [-0.8157, -1.5929, 0.0000], [-1.2825, -3.9331, 0.0000], [0.0999, -4.4401, 0.0001], [1.1220, -3.7747, 0.0001], [-2.2633, -4.9450, 0.0000], [-5.0593, -3.0818, -0.0001], [-3.3928, -1.2512, -0.0001], [0.1823, -5.5439, 0.0001], [-1.9417, -5.9833, 0.0000]],
  "mulliken_charge": [0.893, -0.739, 0.299, -0.657, 0.304, -0.508, -0.688, 1.242, -0.805, -0.416, -0.575, -0.289, -0.457, -0.178, 0.487, 0.364, 0.339, 0.363, 0.400, 0.666, -0.273, 0.043, -0.335, -0.622, 0.095, -0.554, 0.807, -0.336, -0.584, -0.610, 0.371, 0.406, 0.272, 0.274],
  "total_charge": -1,
  "e_tot_ha": -2069.8425,
  "e_above_lowest_kj_mol": 30.34,
  "spin_multiplicity": 1,
  "gap_ev": 7.41
}

---

Record 3
{
  "formula": "C4H8S2",
  "method": "wB97M-V/def2-TZVPD",
  "species": ["C", "C", "C", "C", "S", "S", "H", "H", "H", "H", "H", "H", "H", "H"],
  "coordinates": [[-0.3102, -1.3374, -0.1085], [0.1188, 0.9435, 0.4123], [1.3410, 0.0656, 0.6147], [-0.9662, -0.1275, 0.4902], [2.7620, 0.1833, -0.3599], [-2.5704, 0.3314, -0.3159], [-0.1300, -1.3317, -1.1699], [-0.4508, -2.2998, 0.3495], [0.0226, 1.7444, 1.1511], [0.1391, 1.3970, -0.5811], [1.5464, -0.2991, 1.6068], [-1.2481, -0.3164, 1.5263], [2.1721, 0.7440, -1.4294], [-2.0727, 0.3836, -1.5504]],
  "mulliken_charge": [-0.727, -0.495, -0.228, -0.053, -0.176, -0.232, 0.270, 0.269, 0.290, 0.268, 0.314, 0.283, 0.111, 0.105],
  "total_charge": 0,
  "e_tot_ha": -953.4731,
  "e_above_lowest_kj_mol": 298.10,
  "spin_multiplicity": 1,
  "gap_ev": [8.00, 8.01]
}

---

Record 4
{
  "formula": "C15H17NO4S",
  "method": "wB97M-V/def2-TZVPD",
  "species": ["C", "H", "H", "H", "C", "C", "C", "C", "C", "C", "C", "H", "H", "C", "N", "C", "C", "O", "C", "H", "H", "H", "C", "H", "H", "S", "O", "C", "C", "O", "O", "H", "H", "H", "H", "H", "H", "H"],
  "coordinates": [[6.0303, -0.0769, -0.6047], [6.9999, -0.5636, -0.6859], [5.7844, 0.3522, -1.5733], [6.1146, 0.7243, 0.1257], [4.9800, -1.0946, -0.1791], [3.5763, -0.5660, -0.0438], [3.2394, 0.7673, -0.2385], [1.9336, 1.1979, -0.0965], [0.9297, 0.2967, 0.2472], [1.2578, -1.0460, 0.4416], [2.5623, -1.4619, 0.2965], [2.8112, -2.5031, 0.4472], [0.4717, -1.7379, 0.6981], [-0.4398, 0.7271, 0.4010], [-1.4412, -0.0126, 0.7862], [-2.5330, 0.8113, 0.7755], [-2.1387, 2.0547, 0.3547], [-0.8047, 1.9999, 0.1281], [-2.8830, 3.3169, 0.1292], [-2.2226, 4.0511, -0.3234], [-3.2632, 3.7125, 1.0711], [-3.7253, 3.1284, -0.5337], [-3.8836, 0.3309, 1.1032], [-3.8629, -0.5422, 1.7480], [-4.4934, 1.1197, 1.5401], [-4.7981, -0.1784, -0.4468], [-4.6789, 0.9623, -1.3561], [-3.5295, -1.3952, -1.0734], [-3.2802, -2.4668, -0.0588], [-4.0755, -2.8231, 0.7708], [-2.0648, -2.9989, -0.1782], [-1.9137, -3.6648, 0.5116], [-3.9685, -1.8262, -1.9739], [-2.6097, -0.8766, -1.3353], [1.6847, 2.2373, -0.2500], [3.9966, 1.4877, -0.5040], [4.9649, -1.9152, -0.9030], [5.2728, -1.5279, 0.7826]],
  "mulliken_charge": [-1.481, 0.374, 0.362, 0.347, 0.061, 0.610, -0.187, -1.088, 0.285, -0.647, -0.873, 0.395, 0.428, 0.468, -0.373, 0.671, 0.629, -0.381, -1.482, 0.335, 0.319, 0.302, -1.373, 0.481, 0.493, 0.393, -0.599, -0.524, 0.545, -0.580, -0.416, 0.343, 0.460, 0.280, 0.448, 0.365, 0.317, 0.293],
  "total_charge": 0,
  "e_tot_ha": -1335.7034,
  "e_above_lowest_kj_mol": 152.57,
  "spin_multiplicity": 1,
  "gap_ev": 8.67
}

---

Record 5
{
  "formula": "C3H7NO2",
  "method": "wB97M-V/def2-TZVPD",
  "species": ["O", "C", "C", "O", "C", "N", "H", "H", "H", "H", "H", "H", "H"],
  "coordinates": [[-1.6587, 0.5089, 0.2102], [-1.1515, -0.8088, 0.3089], [0.1536, -1.0081, -0.4361], [1.2682, -0.6136, 0.3705], [1.7154, 0.6099, 0.5600], [1.0777, 1.6237, -0.0757], [-1.1919, 1.0696, 0.8434], [-0.9993, -1.1116, 1.3550], [-1.9048, -1.4697, -0.1277], [0.3433, -2.0702, -0.6032], [0.1302, -0.4976, -1.4088], [1.8868, 2.2093, -0.2158], [0.3310, 1.5582, -0.7808]],
  "mulliken_charge": [-0.552, -0.406, -0.516, -0.151, -0.363, -0.263, 0.355, 0.297, 0.345, 0.343, 0.335, 0.353, 0.223],
  "total_charge": 0,
  "e_tot_ha": -323.6550,
  "e_above_lowest_kj_mol": 330.66,
  "spin_multiplicity": 1,
  "gap_ev": 9.45
}

---

Record 6
{
  "formula": "C4H10N4",
  "method": "wB97M-V/def2-TZVPD",
  "species": ["C", "C", "C", "C", "N", "N", "N", "N", "H", "H", "H", "H", "H", "H", "H", "H", "H", "H"],
  "coordinates": [[-1.4624, -0.1669, -1.4450], [-0.5724, -0.0191, -0.2409], [-1.0752, 0.9846, 0.7649], [0.3409, -1.0178, 0.1294], [0.3485, -2.2929, -0.4085], [1.4137, -0.5181, 0.7703], [1.7556, 0.5317, 0.0526], [2.3236, 1.4652, 0.8510], [-2.4448, -0.5723, -1.1755], [-1.6307, 0.8148, -1.8994], [-1.0265, -0.8168, -2.2062], [-1.0001, 1.9990, 0.3606], [-0.5161, 0.9684, 1.7018], [-2.1270, 0.7904, 1.0071], [-0.5471, -2.7608, -0.3665], [1.1341, -2.8436, -0.0855], [2.2368, 1.2889, 1.8461], [2.8491, 2.1652, 0.3439]],
  "mulliken_charge": [-1.590, 0.832, -1.259, 0.371, -0.480, -0.624, 0.031, -0.343, 0.333, 0.369, 0.381, 0.283, 0.345, 0.359, 0.242, 0.253, 0.267, 0.230],
  "smiles": "CC(C)=C(N)/N=N/N",
  "total_charge": 0,
  "e_tot_ha": -377.3255,
  "e_above_lowest_kj_mol": 318.58,
  "spin_multiplicity": 1,
  "gap_ev": [8.10, 8.10]
}